[1]
Here is a cluster of 2 separate species, C2H5NO3 in total at a distorted geometry from OMol25. Energies are from ωB97M-V/def2-TZVPD.

```
11
Properties=species:S:1:pos:R:3:mulliken_charge:R:1
O 0.534 -2.079 1.262 -0.63
H 0.471 1.358 -1.814 0.26
H -2.026 1.390 -1.700 0.35
O -2.022 0.661 0.142 -0.43
N -0.041 1.177 -0.955 -0.10
C -1.452 1.015 -0.838 0.07
H 0.560 -3.033 1.383 0.29
O 1.844 0.235 0.168 -0.54
H 0.066 0.276 0.896 0.32
H 1.365 -1.626 1.384 0.33
C 0.701 0.626 0.072 0.08
```

* ΔE to the lowest compared entry with this formula, charge and spin: 0.899 eV
* spin multiplicity: 1
* LUMO: 0.7 eV
* gap between HOMO and LUMO: 10.7875 eV
* SMILES string: O=CNC=O.O
* highest occupied orbital energy: -0.370 Eh

=====

[2]
Here is the molecule C2H5NO3 at a distorted geometry from OMol25. Energies are from ωB97M-V/def2-TZVPD.

```
11
Properties=species:S:1:pos:R:3:mulliken_charge:R:1
O 0.353 1.934 1.867 -0.50
N -0.044 0.734 -0.564 -0.53
C -0.132 -0.192 0.552 0.43
O -1.548 -0.744 0.650 -0.55
H 1.729 0.732 0.862 0.35
O 0.635 -1.317 0.464 -0.49
H -1.008 1.037 -0.872 0.27
C 0.781 1.031 1.242 0.11
H -2.080 -0.306 1.436 0.35
H 0.197 0.270 -1.487 0.25
H 0.688 -1.567 -0.485 0.32
```

* ΔE to the lowest compared entry with this formula, charge and spin: 3.034 eV
* spin multiplicity: 1
* LUMO: 0.5 eV
* gap between HOMO and LUMO: 9.9117 eV
* SMILES string: NC(O)(O)C=O
* highest occupied orbital energy: -0.346 Eh

=====

no.,E (eV)
1,-9787.291
2,-9785.156